{"formula": "C6H12O", "method": "wB97M-V/def2-TZVPD", "de_lowest_kj_mol": 345.3, "smiles": "CC[C@@]1(C)C[C@H]1O", "spin_multiplicity": 1, "total_energy_ev": -8460.7753, "species": ["C", "C", "C", "C", "C", "C", "O", "H", "H", "H", "H", "H", "H", "H", "H", "H", "H", "H", "H"], "positions_angstrom": [[2.09, -0.30, 0.06], [0.86, 0.54, -0.16], [-0.46, -0.21, -0.32], [-0.98, -0.78, -1.66], [-0.85, -0.84, 0.99], [-1.20, 0.61, 0.73], [-0.47, 1.80, 1.63], [2.30, -1.04, -0.73], [2.01, -0.86, 1.00], [2.96, 0.36, 0.15], [0.92, 1.22, -1.02], [0.65, 1.29, 0.78], [-1.04, -0.01, -2.44], [-0.32, -1.58, -2.05], [-1.98, -1.24, -1.57], [-0.06, -1.11, 1.69], [-1.69, -1.54, 1.01], [-2.19, 0.99, 0.67], [-0.54, 2.70, 1.24]], "lowdin_charge": [-0.11, -0.25, -0.42, -0.02, -0.04, -0.12, -0.14, 0.07, 0.07, 0.07, 0.11, 0.10, 0.07, 0.08, 0.08, 0.11, 0.11, 0.12, 0.09]}

***

{"formula": "C6H12O", "method": "wB97M-V/def2-TZVPD", "de_lowest_kj_mol": 335.0, "smiles": "CC[C@H]1C[C@]1(C)O", "spin_multiplicity": 1, "total_energy_ev": -8460.8819, "species": ["C", "C", "C", "C", "C", "C", "O", "H", "H", "H", "H", "H", "H", "H", "H", "H", "H", "H", "H"], "positions_angstrom": [[1.97, -0.13, 1.08], [1.30, -0.60, -0.57], [0.24, 0.37, -1.01], [-1.09, -0.01, -1.67], [-1.06, 0.46, -0.26], [-1.38, -0.51, 0.86], [-1.58, 1.74, -0.05], [3.05, -0.33, 1.32], [1.39, -0.71, 1.77], [1.84, 0.94, 1.20], [0.92, -1.62, -0.53], [2.34, -0.40, -0.49], [0.60, 1.34, -1.36], [-1.32, -1.05, -1.88], [-1.48, 0.69, -2.40], [-2.46, -0.57, 1.01], [-0.93, -0.18, 1.80], [-1.01, -1.52, 0.64], [-1.07, 2.13, 0.67]], "lowdin_charge": [-0.06, -0.09, -0.23, -0.03, -0.56, -0.02, 0.01, 0.07, 0.02, 0.06, 0.09, 0.03, 0.14, 0.11, 0.11, 0.09, 0.08, 0.08, 0.10]}

***

{"formula": "C6H12O", "method": "wB97M-V/def2-TZVPD", "de_lowest_kj_mol": 684.5, "spin_multiplicity": 1, "total_energy_ev": -8457.2595, "species": ["C", "C", "C", "C", "C", "C", "O", "H", "H", "H", "H", "H", "H", "H", "H", "H", "H", "H", "H"], "positions_angstrom": [[0.68, 0.29, -0.13], [-1.46, -0.99, 0.18], [1.56, -0.93, -0.19], [0.38, 0.98, -1.43], [-0.03, 0.59, 0.98], [-0.53, 1.09, 2.07], [-1.52, -1.52, -1.11], [-2.13, -1.01, -1.65], [1.69, 1.45, 0.74], [-1.16, -1.77, 0.88], [-2.37, -0.47, 0.49], [1.10, -1.67, -0.84], [2.52, -0.65, -0.62], [1.72, -1.36, 0.80], [0.02, 0.25, -2.16], [1.31, 1.40, -1.83], [-0.34, 1.78, -1.32], [0.04, 1.81, 2.65], [-1.47, 0.72, 2.47]], "lowdin_charge": [-0.47, -0.14, -0.06, -0.06, -0.22, 0.04, -0.10, 0.09, 0.15, 0.07, 0.07, 0.08, 0.08, 0.09, 0.08, 0.08, 0.09, 0.06, 0.07]}

***

{"formula": "C6H12O", "method": "wB97M-V/def2-TZVPD", "de_lowest_kj_mol": 330.9, "spin_multiplicity": 1, "total_energy_ev": -8460.9246, "species": ["C", "C", "O", "C", "C", "C", "C", "H", "H", "H", "H", "H", "H", "H", "H", "H", "H", "H", "H"], "positions_angstrom": [[-1.79, 0.33, -0.70], [-1.32, 0.16, 0.57], [-1.62, 1.03, 1.56], [-0.32, -0.87, 1.01], [1.09, -0.22, 0.98], [1.37, 0.53, -0.31], [1.22, -0.40, -1.50], [-2.34, -0.48, -1.16], [-0.16, -0.10, -1.68], [-2.12, 1.32, -0.99], [-2.26, 1.67, 1.21], [-0.52, -1.21, 2.03], [-0.35, -1.72, 0.33], [1.22, 0.43, 1.85], [1.83, -1.03, 0.99], [2.30, 1.09, -0.24], [0.59, 1.29, -0.49], [2.14, -0.36, -2.15], [1.06, -1.45, -1.31]], "lowdin_charge": [-0.03, -0.41, 0.07, -0.13, -0.20, -0.32, -0.13, 0.07, 0.15, 0.07, 0.12, 0.12, 0.11, 0.11, 0.11, 0.11, 0.08, 0.07, 0.03]}

***

{"formula": "C6H12O", "method": "wB97M-V/def2-TZVPD", "de_lowest_kj_mol": 247.5, "smiles": "C1C[C@@H]2C[C@@H]2C1.O", "spin_multiplicity": 1, "total_energy_ev": -8461.7891, "species": ["C", "C", "C", "C", "C", "C", "H", "H", "H", "H", "H", "H", "H", "H", "H", "H", "O", "H", "H"], "positions_angstrom": [[1.70, -0.52, 0.09], [0.43, -1.14, -0.51], [-0.81, -0.34, 0.29], [-1.28, 1.13, 0.58], [-0.10, 0.54, 1.26], [1.23, 0.84, 0.59], [2.53, -0.41, -0.63], [2.07, -1.12, 0.92], [0.29, -2.18, -0.20], [0.60, -1.26, -1.61], [-1.60, -1.03, 0.61], [-1.16, 1.98, -0.09], [-2.19, 1.24, 1.19], [-0.11, 0.28, 2.32], [1.05, 1.49, -0.28], [1.93, 1.34, 1.26], [-1.56, 0.03, -2.20], [-0.79, -0.26, -1.69], [-2.23, -0.60, -1.92]], "lowdin_charge": [-0.20, -0.13, -0.20, -0.07, -0.29, -0.16, 0.11, 0.11, 0.10, 0.11, 0.12, 0.10, 0.11, 0.14, 0.12, 0.11, -0.08, -0.04, 0.04]}

***

{"formula": "C6H12O", "method": "wB97M-V/def2-TZVPD", "de_lowest_kj_mol": 111.5, "smiles": "CC[C@@]1(C)C[C@H]1O", "spin_multiplicity": 1, "total_energy_ev": -8463.1984, "species": ["C", "C", "C", "C", "C", "C", "O", "H", "H", "H", "H", "H", "H", "H", "H", "H", "H", "H", "H"], "positions_angstrom": [[2.08, 0.23, -0.42], [1.01, -0.07, 0.63], [-0.40, -0.29, 0.10], [-0.53, -1.23, -1.08], [-1.45, -0.25, 1.19], [-1.38, 0.85, 0.18], [-0.95, 2.12, 0.54], [1.87, 1.15, -0.98], [2.19, -0.59, -1.14], [3.06, 0.36, 0.07], [0.99, 0.74, 1.36], [1.30, -0.98, 1.17], [-0.11, -0.76, -1.98], [0.02, -2.17, -0.91], [-1.57, -1.48, -1.29], [-1.10, -0.03, 2.20], [-2.30, -0.92, 1.15], [-2.22, 0.86, -0.53], [-0.52, 2.47, -0.26]], "lowdin_charge": [-0.10, -0.20, -0.45, -0.04, -0.03, -0.32, -0.01, 0.07, 0.07, 0.07, 0.11, 0.12, 0.08, 0.09, 0.08, 0.12, 0.11, 0.15, 0.10]}